1.
45
Properties=species:S:1:pos:R:3:forces:R:3:nbo_charge:R:1 method="wB97M-V/def2-TZVPD" homo_ev=-9.58 homo_lumo_gap_ev=8.6 charge=0 energy_ev=-31199.109 relative_energy_kcal_mol=59.0
O 0.394111 -0.055578 0.035889 0.2 -0.9 -0.2 -1.01
H -0.112889 -0.708578 0.573889 0.4 0.8 -0.4 0.51
H -0.146889 0.693422 -0.228111 -0.4 0.2 0.6 0.50
O -1.948889 3.542422 -0.933111 0.4 0.5 -0.5 -0.94
H -1.321889 2.855422 -1.176111 -0.4 -0.8 0.2 0.48
H -1.567889 4.236422 -1.488111 -0.5 0.5 0.3 0.46
O -2.406889 0.327422 0.933889 -0.1 -0.9 0.6 -0.97
H -3.268889 0.505422 1.351889 0.5 -0.3 -0.1 0.50
H -2.019889 -0.499578 1.316889 -1.0 0.7 -0.5 0.51
O -0.329889 -0.648578 -2.700111 0.6 -0.4 -0.6 -0.97
H -0.003889 -0.449578 -1.816111 0.0 -0.2 0.7 0.49
H 0.330111 -1.271578 -3.035111 -0.2 0.2 -0.2 0.46
O -2.429889 -2.248578 -0.486111 -0.3 -0.3 0.2 -0.98
H -2.903889 -2.729578 -1.177111 0.2 0.2 0.1 0.47
H -1.552889 -2.658578 -0.371111 -0.8 0.3 -0.2 0.48
O 3.328111 0.351422 -0.136111 0.0 0.2 0.7 -0.96
H 2.363111 0.342422 -0.003111 0.4 0.0 -0.3 0.50
H 3.557111 0.340422 -1.060111 -0.3 -0.1 -0.4 0.45
O 1.559111 3.644422 -0.065111 0.1 -0.4 -1.3 -0.94
H 2.446111 3.742422 -0.453111 -0.3 0.0 0.5 0.46
H 1.143111 2.943422 -0.633111 0.7 0.8 1.6 0.46
O -0.011889 -3.172578 -0.694111 0.4 -1.7 0.1 -0.92
H -0.138889 -3.410578 -1.612111 -0.2 0.5 -0.9 0.50
H 0.064111 -4.079578 -0.340111 0.0 0.4 0.4 0.49
O -1.046889 2.545422 1.523889 0.4 -2.7 1.2 -1.00
H -1.501889 1.719422 1.206889 0.4 1.0 0.6 0.48
H -1.325889 3.192422 0.926889 -0.6 1.9 -1.5 0.49
O 0.214111 2.077422 -1.796111 0.5 -1.3 -0.6 -0.95
H 0.793111 1.444422 -2.252111 -0.5 -0.5 0.2 0.50
H 0.557111 2.869422 -2.171111 0.0 1.6 -0.6 0.49
O 2.463111 -2.621578 0.021889 -0.6 0.7 -0.9 -0.96
H 2.816111 -3.371578 0.477889 0.2 -0.8 0.1 0.47
H 1.621111 -2.855578 -0.440111 1.0 0.1 0.7 0.49
O -2.995889 0.282422 -1.841111 -2.3 0.6 0.5 -0.98
H -2.216889 0.238422 -2.344111 1.7 -0.4 -0.7 0.47
H -2.860889 -0.038578 -0.945111 0.5 -0.1 -0.1 0.50
O -0.778889 -1.916578 1.931889 -0.2 -0.4 0.2 -0.96
H -0.372889 -2.766578 2.157889 0.0 0.3 -0.3 0.49
H -0.784889 -1.484578 2.787889 0.2 0.4 0.3 0.50
O 2.111111 -1.589578 2.515889 -0.1 -0.4 1.7 -0.96
H 2.040111 -1.727578 1.579889 0.2 0.1 -1.2 0.49
H 2.343111 -2.467578 2.856889 0.1 0.5 0.0 0.45
O 1.553111 1.929422 2.737889 0.1 0.5 0.0 -0.95
H 0.764111 1.903422 2.194889 -0.5 0.7 -0.4 0.49
H 1.589111 1.045422 3.064889 0.4 -1.1 0.5 0.45


2.
54
Properties=species:S:1:pos:R:3:forces:R:3:nbo_charge:R:1 method="wB97M-V/def2-TZVPD" homo_ev=-8.17 homo_lumo_gap_ev=8.6 charge=0 smiles="C=CCn1c(SCC(=O)Nc2ncc(Cc3ccc(C)c(Cl)c3)s2)nnc1-c1ccncc1" energy_ev=-69372.943
C 3.538286 0.766618 3.582047 0.1 0.0 0.0 -0.38
C 2.329349 0.758815 4.109369 -0.2 0.0 0.0 -0.20
C 1.063463 0.393713 3.384010 0.0 0.1 0.4 -0.26
N 1.261597 0.081127 1.996752 0.1 -0.3 -0.6 -0.38
C 1.499473 -1.164884 1.495097 -0.1 0.0 -0.1 0.18
N 1.553448 -1.134260 0.189086 0.1 -0.7 0.7 -0.36
N 1.349283 0.130685 -0.191473 0.0 1.2 -0.2 -0.29
C 1.186987 0.873347 0.875627 0.1 -0.5 -0.2 0.37
C 0.968923 2.305934 0.812351 0.0 0.7 0.0 -0.06
C 1.317593 3.185892 1.835900 -0.1 -0.1 -0.2 -0.26
C 1.051348 4.534949 1.660694 0.1 0.0 0.2 0.04
N 0.491884 5.040727 0.576606 0.0 0.5 0.1 -0.41
C 0.191023 4.208543 -0.407738 0.0 -0.3 -0.2 0.04
C 0.408784 2.844757 -0.348608 0.2 0.0 0.2 -0.22
H 0.153406 2.197791 -1.171345 -0.1 -0.1 -0.1 0.24
H -0.250711 4.663170 -1.284717 0.0 -0.1 -0.1 0.19
H 1.300826 5.249455 2.434538 0.1 0.0 0.1 0.19
H 1.813301 2.847269 2.731439 0.0 0.0 0.1 0.23
S 1.708730 -2.562411 2.497990 0.1 -0.3 0.4 0.30
C 1.807209 -3.858308 1.222228 -0.2 0.5 0.2 -0.64
C 3.008584 -3.638247 0.331701 0.0 -0.1 -0.1 0.69
O 4.147213 -3.658850 0.733155 0.1 0.0 0.2 -0.58
N 2.755398 -3.426082 -1.002699 0.7 -0.3 -0.4 -0.63
C 1.560924 -3.116366 -1.605688 -0.5 0.4 -0.9 0.29
N 0.408172 -3.599081 -1.296685 0.5 -0.6 0.3 -0.50
C -0.583880 -3.026958 -2.019353 0.0 0.6 -0.6 -0.05
C -0.200304 -2.092796 -2.928632 0.2 -0.3 0.1 -0.22
S 1.527541 -1.926326 -2.893897 -0.4 -0.4 0.5 0.40
C -1.076868 -1.221876 -3.764169 0.0 0.0 -0.1 -0.46
C -2.077001 -0.491728 -2.899579 -0.2 0.1 0.0 0.00
C -3.380682 -0.286426 -3.326086 0.1 0.0 0.0 -0.20
C -4.290546 0.373624 -2.519134 0.0 0.0 0.1 -0.20
C -3.942438 0.834366 -1.256770 0.0 0.0 0.0 -0.08
C -2.630483 0.616606 -0.844694 0.0 -0.1 -0.3 0.07
C -1.702806 -0.019260 -1.647212 -0.1 0.1 0.0 -0.28
H -0.691480 -0.156819 -1.294142 0.1 0.0 0.1 0.25
Cl -2.138665 1.139610 0.733773 -0.1 0.0 0.3 -0.02
C -4.927657 1.529384 -0.372716 0.0 0.0 0.0 -0.63
H -5.053822 0.978486 0.558748 -0.1 0.0 0.1 0.23
H -4.569264 2.526254 -0.118018 -0.1 0.1 0.1 0.23
H -5.892588 1.616170 -0.864371 -0.1 0.0 0.0 0.22
H -5.300459 0.526229 -2.870414 -0.1 0.0 0.0 0.21
H -3.691154 -0.645691 -4.296270 0.0 -0.1 -0.1 0.21
H -0.457890 -0.496871 -4.299013 -0.1 0.0 -0.1 0.23
H -1.609645 -1.819672 -4.509239 0.1 0.1 0.0 0.23
H -1.598228 -3.327755 -1.829410 -0.2 0.0 0.0 0.21
H 3.585352 -3.170050 -1.526706 -0.1 -0.1 0.2 0.42
H 0.877455 -3.875517 0.656443 0.2 -0.1 0.2 0.29
H 1.940663 -4.780410 1.788030 0.0 0.0 -0.1 0.26
H 0.334646 1.209056 3.457867 0.0 -0.2 0.0 0.23
H 0.628188 -0.492518 3.863600 -0.1 0.2 -0.1 0.24
H 2.170755 1.017635 5.147096 0.1 0.0 0.2 0.21
H 4.404152 1.030506 4.162720 0.1 0.1 0.2 0.21
H 3.722611 0.508444 2.551908 -0.1 -0.1 -0.2 0.20


3.
58
Properties=species:S:1:pos:R:3:forces:R:3:nbo_charge:R:1 method="wB97M-V/def2-TZVPD" homo_ev=-8.86 homo_lumo_gap_ev=9.4 charge=0 smiles="COCCC(=O)N1CCC(Oc2ccc(C(=O)N3CCC[C@H]3CO)cc2)CC1" energy_ev=-35482.139 relative_energy_kcal_mol=31.8
C -0.981053 4.687403 -5.989744 -0.1 0.0 0.0 -0.25
O 0.269526 5.007140 -6.547606 0.1 -0.1 -0.2 -0.54
C 1.209097 5.500808 -5.622265 0.2 0.1 0.2 -0.06
C 1.731553 4.421677 -4.660807 -0.4 0.4 -0.2 -0.55
C 0.890932 4.344301 -3.391091 0.4 -0.1 -0.1 0.69
O 0.136032 5.240671 -3.062863 -0.2 0.3 -0.1 -0.64
N 1.052729 3.243530 -2.617972 -0.1 -0.1 0.3 -0.45
C 1.877395 2.090419 -2.885258 0.1 -0.3 -0.3 -0.22
H 2.441806 1.857952 -1.975470 0.1 0.1 -0.1 0.21
C 0.995441 0.886750 -3.229032 0.1 0.0 0.4 -0.42
H 0.423458 1.088762 -4.135893 0.0 0.0 0.0 0.21
H 1.620196 0.008794 -3.394632 0.0 -0.1 0.0 0.22
C 0.021207 0.606507 -2.079686 -0.5 0.1 -0.6 0.10
C -0.768812 1.878148 -1.738815 0.4 -0.1 0.2 -0.44
C 0.185800 3.043022 -1.474560 -0.4 0.2 0.2 -0.23
H 0.800151 2.824881 -0.595021 0.0 0.1 0.0 0.20
H -0.370450 3.966336 -1.308476 0.1 -0.1 0.1 0.25
H -1.422393 2.121721 -2.578092 -0.1 0.0 0.0 0.22
H -1.385634 1.713441 -0.854764 -0.1 0.0 0.0 0.22
O 0.809575 0.173918 -0.981529 0.2 0.0 0.1 -0.53
C 0.233068 -0.450533 0.077527 0.1 -0.1 0.3 0.40
C 1.095042 -0.730365 1.141458 0.0 0.1 -0.2 -0.29
C 0.639813 -1.385131 2.264114 -0.2 0.0 -0.1 -0.16
C -0.693193 -1.775921 2.357578 -0.1 0.2 -0.1 -0.17
C -1.554856 -1.473043 1.312285 0.1 -0.1 0.3 -0.14
C -1.102722 -0.828212 0.175381 0.1 0.1 -0.3 -0.33
H -1.803793 -0.623359 -0.618124 0.0 0.0 -0.1 0.22
H -2.595550 -1.748422 1.393740 -0.1 0.0 0.0 0.23
C -1.251594 -2.414248 3.584076 0.3 -0.1 -0.1 0.69
O -2.227332 -1.935603 4.150030 -0.3 0.1 0.0 -0.66
N -0.633023 -3.522256 4.032098 -0.1 -0.1 0.0 -0.43
C 0.396725 -4.266085 3.332174 0.4 -0.2 -0.4 -0.21
C 0.141998 -5.710340 3.754135 0.1 0.1 0.1 -0.41
H 1.024338 -6.336780 3.644405 0.0 0.0 -0.1 0.22
C -0.292875 -5.539956 5.206272 -0.1 0.1 -0.2 -0.41
H -0.843720 -6.395309 5.589836 0.0 0.0 0.1 0.23
H 0.581035 -5.374630 5.838739 0.1 0.0 0.1 0.20
C -1.153022 -4.274700 5.178915 -0.2 0.1 0.5 -0.08
C -1.095887 -3.469934 6.490650 0.0 -0.2 -0.1 -0.06
O -2.266158 -2.756574 6.747305 -0.4 0.4 0.0 -0.74
H -2.486159 -2.260682 5.933728 0.1 -0.2 0.2 0.50
H -0.972873 -4.160735 7.330369 0.1 0.0 -0.1 0.18
H -0.219130 -2.802128 6.458813 0.0 -0.2 0.0 0.16
H -2.207265 -4.517952 4.988149 0.1 0.0 0.1 0.21
H -0.669637 -6.136193 3.163223 0.0 0.0 0.0 0.21
H 0.326477 -4.111428 2.254436 0.1 0.0 0.1 0.22
H 1.390532 -3.947626 3.669292 0.0 0.0 -0.1 0.18
H 1.317417 -1.570447 3.083699 0.1 -0.1 0.1 0.22
H 2.124363 -0.417887 1.060451 0.1 0.0 0.0 0.22
H -0.666112 -0.196771 -2.383166 0.1 0.1 0.1 0.18
H 2.586665 2.289567 -3.685566 0.0 0.0 0.1 0.22
H 1.727481 3.469200 -5.191615 0.1 0.0 0.0 0.22
H 2.756621 4.660985 -4.371490 0.1 -0.1 0.0 0.24
H 0.776633 6.323130 -5.035967 0.1 -0.1 -0.1 0.20
H 2.028712 5.882464 -6.235097 0.0 0.0 0.1 0.19
H -1.369262 5.514443 -5.386621 0.0 0.0 0.0 0.18
H -1.650716 4.493269 -6.826145 0.0 0.0 0.1 0.19
H -0.928595 3.794011 -5.355513 0.0 0.0 0.0 0.15


Number 1: E_LUMO -0.0348 hartree, largest force on an atom 2.99 eV Å⁻¹. Number 2: E_LUMO 0.0139 hartree, largest force on an atom 1.21 eV Å⁻¹. Number 3: E_LUMO 0.0204 hartree, largest force on an atom 0.75 eV Å⁻¹.